#1
Molecular formula: C6H6O
Method: DFT, ωB97M-V/def2-TZVPD

Computed properties:
gap between HOMO and LUMO	9.908	eV
SMILES	C#CC1=CCOC1

CARTESIAN COORDINATES (ANGSTROEM)
C -2.8719 -0.4209 -0.7132
C -1.6852 -0.2623 -0.6077
C -0.2943 -0.0575 -0.4001
C 0.7334 -0.9056 -0.3856
C 1.8913 -0.2497 0.3192
O 1.3843 1.0094 0.7734
C 0.0176 1.1460 0.4201
H -3.9292 -0.5405 -0.7161
H 0.7144 -1.9429 -0.7038
H 2.2432 -0.8342 1.1828
H 2.7617 -0.0955 -0.3399
H -0.1379 2.1483 0.0094
H -0.8275 1.0054 1.1616

=====

#2
Molecular formula: C6H6O
Method: DFT, ωB97M-V/def2-TZVPD

Computed properties:
gap between HOMO and LUMO	9.497	eV
SMILES	c1occ2c1CC2

CARTESIAN COORDINATES (ANGSTROEM)
C -1.3972 0.0380 1.2434
C -0.7571 1.4711 0.9802
C 0.0486 0.7425 -0.0796
C 0.9221 0.4958 -1.1655
C 0.4529 -1.4714 -0.2577
C -0.3389 -0.4930 0.1753
H -2.5264 0.2226 0.8486
H -1.5640 -0.4379 2.2996
H -0.1070 1.8731 1.8782
H -1.5953 2.2662 0.7496
H 1.6943 0.8701 -1.9422
H 0.4962 -2.6252 -0.2454
O 1.2525 -0.8583 -1.1206

=====

Most stable structure: #1

=====

#1
Molecular formula: CH2N2O2S
Method: DFT, ωB97M-V/def2-TZVPD

Computed properties:
gap between HOMO and LUMO	8.895	eV
SMILES	NC(=S)n1oo1

CARTESIAN COORDINATES (ANGSTROEM)
C 0.4231 -0.2148 -0.1998
N -0.1483 -0.4174 1.0458
N 0.2593 0.9557 -0.7974
O -1.4967 -0.1571 1.3021
O -1.0135 -1.4614 1.2643
S 1.5622 -1.5374 -0.5953
H -0.3969 1.6272 -0.4197
H 0.8108 1.2052 -1.6001

=====

#2
Molecular formula: CH2N2O2S
Method: DFT, ωB97M-V/def2-TZVPD

Computed properties:
gap between HOMO and LUMO	9.679	eV
SMILES	O=C=NNSO

CARTESIAN COORDINATES (ANGSTROEM)
C 0.4864 0.8920 1.5124
N -0.2958 0.9083 0.6231
N -0.5498 0.5602 -0.6600
O 0.2761 -1.7088 -1.3332
O 1.1537 1.0050 2.4450
S -1.1483 -0.9550 -0.9527
H 0.7918 -2.1640 -0.5128
H -0.7142 1.4622 -1.1218

=====

Most stable structure: #2

=====

#1
Molecular formula: CH2N2O2S
Method: DFT, ωB97M-V/def2-TZVPD

Computed properties:
gap between HOMO and LUMO	10.343	eV
SMILES	N=C=S.O=NO

CARTESIAN COORDINATES (ANGSTROEM)
C 1.6005 -0.2040 0.1615
N 1.7371 0.4947 1.1373
N -1.7339 -0.2000 -0.0241
O -1.2210 0.2834 -1.1344
O -2.8166 0.2246 0.3321
S 1.5822 -1.0301 -1.1620
H -0.3962 -0.1262 -1.3002
H 1.2480 0.5576 1.9899

=====

#2
Molecular formula: CH2N2O2S
Method: DFT, ωB97M-V/def2-TZVPD

Computed properties:
gap between HOMO and LUMO (alpha / beta)	8.138 / 8.140	eV

CARTESIAN COORDINATES (ANGSTROEM)
C 0.0079 0.9768 0.0102
N 1.1597 0.4093 -0.0273
N -1.0504 -0.9944 0.0142
O -0.1740 -1.8386 -0.0490
O -2.2401 -1.1083 0.0471
S -0.8920 2.2559 0.0800
H 1.1618 -0.6273 -0.0672
H 2.0271 0.9266 -0.0080

=====

Most stable structure: #1

=====

#1
Molecular formula: C22H27N3O5S2
Method: DFT, ωB97M-V/def2-TZVPD

Computed properties:
gap between HOMO and LUMO	7.281	eV
SMILES	COC(=O)c1ccc(/C=C2/SC(=S)N(CCC(=O)NCCCN3CCOCC3)C2=O)cc1

CARTESIAN COORDINATES (ANGSTROEM)
C 0.4847 -8.9724 -5.3607
H -0.2645 -8.6315 -6.0784
H 1.3519 -9.3776 -5.8758
H 0.0321 -9.7288 -4.7160
O 0.9565 -7.8817 -4.5851
C 0.0263 -7.2306 -3.8690
O -1.1401 -7.5393 -3.8695
C 0.5937 -6.1040 -3.0898
C 1.9553 -5.8029 -3.1082
C 2.4322 -4.7452 -2.3684
C 1.5736 -3.9520 -1.5860
C 0.2087 -4.2669 -1.5761
C -0.2681 -5.3263 -2.3186
H -1.3192 -5.5720 -2.3155
H -0.4727 -3.6783 -0.9870
C 2.1851 -2.8665 -0.8622
C 1.7152 -1.9062 -0.0306
C 0.3769 -1.5761 0.4767
O -0.6623 -2.1696 0.3008
N 0.4321 -0.4437 1.2748
C 1.6352 0.1579 1.4406
S 1.9164 1.5030 2.3248
S 2.8741 -0.7384 0.6060
C -0.8035 0.1799 1.7020
C -1.4658 0.8917 0.5119
C -0.3915 1.6642 -0.2531
O 0.3008 1.1229 -1.0983
N -0.2613 2.9447 0.1101
H -0.7164 3.3273 0.9400
C 0.8323 3.7643 -0.3674
C 0.6349 5.2053 0.0868
H -0.2865 5.5986 -0.3443
H 1.4647 5.8068 -0.2857
C 0.5949 5.3166 1.6138
N -0.6276 4.7427 2.1699
C -0.4617 4.2761 3.5397
H 0.3626 3.5609 3.5730
C -1.7515 3.5902 3.9916
H -1.6777 3.2841 5.0360
O -2.8583 4.4565 3.9092
C -3.0139 4.9374 2.5963
H -3.8656 5.6190 2.6178
C -1.7562 5.6597 2.1124
H -1.9037 5.9924 1.0839
H -1.5809 6.5446 2.7481
H -3.2361 4.1008 1.9143
H -1.9311 2.7018 3.3653
H -0.2389 5.1107 4.2245
H 1.4407 4.7585 2.0224
H 0.7068 6.3702 1.9147
H 1.7820 3.3774 0.0255
H 0.8721 3.6939 -1.4585
H -1.8881 0.1422 -0.1586
H -2.2554 1.5506 0.8692
H -0.5550 0.8869 2.4968
H -1.4587 -0.6053 2.0873
H 3.2565 -2.8046 -1.0297
H 3.4884 -4.5175 -2.3901
H 2.6256 -6.4023 -3.7037

=====

#2
Molecular formula: C22H27N3O5S2
Method: DFT, ωB97M-V/def2-TZVPD

Computed properties:
gap between HOMO and LUMO	7.809	eV
SMILES	CCCCNS(=O)(=O)c1ccc2nc(-c3cccs3)cc(C(=O)NCC(OC)OC)c2c1

CARTESIAN COORDINATES (ANGSTROEM)
C -0.9259 2.4570 -1.7206
C 0.4228 1.8742 -2.1256
C 1.5552 2.9025 -2.1013
C 1.9542 3.3823 -0.7068
N 2.5577 2.3452 0.1084
S 2.0497 2.2088 1.6700
O 2.0972 3.5025 2.2795
O 2.8063 1.1304 2.2467
C 0.3441 1.6504 1.5979
C 0.1828 0.4315 1.0099
C -1.0861 -0.1623 0.9393
C -1.3247 -1.4414 0.3656
C -2.6105 -1.8964 0.2801
C -3.6621 -1.0987 0.8081
N -3.4498 0.0700 1.3761
C -2.2036 0.5588 1.4482
C -1.9956 1.8240 2.0465
C -0.7365 2.3581 2.1318
H -0.5481 3.3146 2.5940
H -2.8595 2.3448 2.4279
C -5.0349 -1.5330 0.7604
C -5.5931 -2.6735 0.2396
C -6.9885 -2.7165 0.3961
C -7.4754 -1.6144 1.0321
S -6.2450 -0.4992 1.4521
H -8.4957 -1.3957 1.2781
H -7.6033 -3.5292 0.0530
H -5.0296 -3.4527 -0.2407
H -2.8211 -2.8529 -0.1697
C -0.1671 -2.2199 -0.1892
O -0.1242 -2.5944 -1.3425
N 0.8117 -2.4635 0.7190
H 0.7139 -2.0748 1.6452
C 2.1435 -2.8575 0.3339
H 2.5622 -3.5486 1.0669
H 2.0845 -3.3523 -0.6366
C 3.0830 -1.6317 0.2411
O 4.3719 -2.1114 0.0280
C 5.3790 -1.1333 0.2191
H 5.3184 -0.3486 -0.5405
H 5.2856 -0.6735 1.2077
H 6.3274 -1.6587 0.1339
O 2.6794 -0.7000 -0.7378
C 2.6940 -1.1762 -2.0801
H 1.7659 -1.7047 -2.3141
H 2.7819 -0.2964 -2.7152
H 3.5500 -1.8339 -2.2411
H 3.0395 -1.0491 1.1798
H 1.0487 -0.0524 0.5940
H 2.6965 1.4502 -0.3372
H 2.6810 4.1975 -0.8038
H 1.0890 3.7800 -0.1691
H 1.2568 3.7757 -2.6853
H 2.4400 2.4721 -2.5763
H 0.6707 1.0376 -1.4716
H 0.3409 1.4791 -3.1408
H -0.9061 2.8334 -0.7009
H -1.6969 1.6921 -1.7796
H -1.2021 3.2742 -2.3836

=====

Most stable structure: #1

=====

#1
Molecular formula: C3H9N2O2
Method: DFT, ωB97M-V/def2-TZVPD

Computed properties:
total charge	+1
gap between HOMO and LUMO	11.421	eV

CARTESIAN COORDINATES (ANGSTROEM)
C -1.1472 1.8087 -0.0760
C -1.9995 1.0157 0.6232
N -1.1838 0.0121 1.1459
C 0.0903 0.2479 0.8871
N 0.1184 1.3458 0.1315
H -1.4176 2.5623 -0.7944
H -3.0423 1.0231 0.8763
H -1.5601 -0.7495 1.6892
H 0.9264 -0.3986 1.1069
H 0.9643 1.5366 -0.3735
H 2.3391 0.7282 -1.8382
H 1.4720 -0.3733 -2.5031
O 1.5762 0.1518 -1.7105
H 1.6423 -3.2830 0.0271
H 0.1748 -2.8183 0.1998
O 1.0466 -2.8093 0.6087

=====

#2
Molecular formula: C3H9N2O2
Method: DFT, ωB97M-V/def2-TZVPD

Computed properties:
total charge	+1
gap between HOMO and LUMO	10.185	eV

CARTESIAN COORDINATES (ANGSTROEM)
C 2.4252 0.1749 -0.7996
C -2.7733 1.2079 0.4581
C 2.9433 -0.1740 0.3629
N -2.2163 0.1547 -0.3866
N -1.0225 -0.2155 -0.3444
O -3.0783 -0.6009 -1.1689
O -0.1622 0.5178 0.2639
H 2.8540 1.1329 -1.2646
H -2.4432 -1.3485 -1.4518
H 1.8217 -0.4725 -1.3801
H -3.0947 0.8756 1.4349
H -3.6923 1.5676 0.0083
H -1.9971 1.8421 0.4418
H 2.7012 -1.1230 0.8244
H 3.5717 0.4263 1.0858
H 0.9498 0.4909 0.0761

=====

#3
Molecular formula: C3H9N2O2
Method: DFT, ωB97M-V/def2-TZVPD

Computed properties:
total charge	+1
gap between HOMO and LUMO (alpha / beta)	8.125 / 8.124	eV

CARTESIAN COORDINATES (ANGSTROEM)
C 0.0165 -0.8882 -0.9551
C -0.3995 1.1071 1.7730
C 0.9008 0.5119 1.1383
N -1.2974 -1.0702 -0.9881
N 0.8734 -0.7087 -1.9430
O 1.6675 1.2818 0.5550
O 0.5151 -0.4589 -3.3987
H -1.2275 0.9264 1.1706
H -0.6304 0.6862 2.8095
H -0.1930 2.1485 1.7876
H 1.3199 -0.4410 1.3805
H -1.8597 -1.7253 -0.4650
H -1.7776 -0.9381 -1.8416
H 1.7283 -0.1997 -1.6789
H 1.2184 2.0088 0.0413
H 1.3696 -0.6177 -3.8180

=====

#4
Molecular formula: C3H9N2O2
Method: DFT, ωB97M-V/def2-TZVPD

Computed properties:
total charge	+1
gap between HOMO and LUMO	9.801	eV

CARTESIAN COORDINATES (ANGSTROEM)
C 0.0371 1.7427 0.3221
C -3.5050 -1.0104 -0.5982
C 2.9814 -0.9457 -0.3002
N -0.2194 0.3274 0.3156
N 0.6808 -0.5493 0.1161
O -2.7571 -0.3199 0.0558
O 1.8498 -0.0212 -0.1389
H -0.8096 2.2432 0.9005
H 0.4264 2.0014 -0.6686
H 0.9672 1.9442 0.9506
H -4.4953 -0.5819 -0.7238
H -1.2349 0.1791 0.4087
H -3.0673 -1.9297 -0.9874
H 3.2291 -0.9226 -1.3876
H 2.6474 -2.0440 -0.1820
H 3.9034 -0.6195 0.2229

=====

Most stable structure: #1